Formula: C19H41ClN4O7S
Source: the Open Molecules 2025 dataset
Level of theory: wB97M-V/def2-TZVPD

Element x y z (Å)
H  6.5773  -0.5599  -0.3133
H  -1.4199  0.3918  1.2644
H  6.6890  -0.2203  -3.3580
S  -2.7749  -1.6678  2.6510
C  4.8893  0.3830  -2.3200
C  -3.1876  -3.2822  0.0365
H  2.2213  1.1299  -1.4973
C  -0.6489  5.1804  4.3533
C  2.5799  0.1323  -1.1529
O  -4.3202  4.0407  0.1507
H  5.5779  -3.2997  -1.5890
Cl  0.0576  -2.7695  -0.1729
H  -4.7334  -1.0971  -0.9221
O  -2.7421  -0.4287  3.4530
H  6.0289  -2.9719  0.0985
H  -3.9980  -0.0205  -3.5464
H  5.7264  -1.6209  -2.8868
H  7.8131  -2.5132  -2.3515
H  -1.3676  7.0653  4.1552
C  -3.8652  -1.0328  -1.6114
C  7.0367  -0.7791  -1.2976
H  -2.1048  3.4710  1.1183
H  -0.2378  3.1974  4.2318
C  1.8991  -0.0900  0.2560
C  7.5531  -2.2753  -1.2887
C  4.1294  0.2556  -0.9522
O  -2.5933  -1.0102  -0.9549
H  4.4626  -0.6096  -0.3365
O  -3.3615  -1.2388  1.1832
C  -4.0889  0.2711  -2.4758
H  -3.5736  -4.7441  -1.6102
H  -1.4958  3.6897  3.1523
O  -1.3441  -2.3152  2.1115
H  -2.3839  -3.3954  -2.0120
O  0.1777  5.4383  5.2134
C  0.3807  0.3102  0.0726
H  2.0174  -1.1294  0.6208
C  -5.5604  0.8282  -2.3101
N  -1.4677  6.1273  3.8148
C  -2.7500  -4.1034  -1.2374
C  6.4354  -3.3007  -0.8824
H  2.4246  0.5760  0.9714
H  0.0725  0.0693  -0.9706
H  6.8720  -4.3176  -0.8605
H  -6.0052  1.0094  -3.3110
H  -1.8830  -4.7420  -0.9732
H  4.2926  1.2107  -0.3984
H  -6.0152  2.5114  1.1314
H  4.1382  0.1471  -3.1163
H  -2.1535  5.9366  3.1082
H  -2.6595  2.1805  2.1325
C  -0.5646  -0.3116  1.1514
H  -2.9267  -3.9009  0.9213
H  -5.5124  1.8053  -1.7899
C  6.0688  -0.6272  -2.5209
H  -3.9152  -1.8984  -2.3092
H  -4.9165  1.6316  2.1380
H  -4.2863  -3.1481  0.0028
C  -4.1048  3.1610  0.9697
H  0.3378  1.4226  0.1466
N  -5.0818  2.3588  1.4657
H  7.9372  -0.1418  -1.4040
H  -0.0623  -0.3403  2.1434
C  -1.0862  -1.7619  0.7876
H  2.2993  -0.6738  -1.8595
N  -2.8590  2.9023  1.4606
O  -3.4275  -2.7403  3.4162
C  -2.5334  -1.8643  0.1335
N  -0.8232  3.9215  3.8580
H  8.4879  -2.3964  -0.7045
H  5.2072  1.4277  -2.5390
H  -6.2310  0.1141  -1.7887
H  -3.3237  1.0422  -2.2507

Atomic forces in eV per Å
H 0.1 0.0 -0.6
H 0.3 -0.9 -0.1
H -0.4 -0.4 0.5
S -1.4 0.1 3.2
C -0.5 -0.9 -0.4
C 0.7 -0.8 -1.4
H 0.1 -0.8 -0.2
C 0.3 0.2 0.3
C 0.7 0.4 1.6
O 0.1 -0.2 0.2
H 0.6 0.0 0.3
Cl -0.7 0.4 1.0
H 0.9 -0.1 0.0
O 0.8 -1.8 -2.3
H 0.3 -0.6 -0.4
H 0.3 0.3 0.7
H 0.0 0.7 0.5
H 0.1 0.2 0.7
H 0.0 0.0 0.0
C -1.0 0.8 -1.5
C 0.5 -1.4 -0.3
H 0.0 -0.1 -0.2
H 0.0 0.0 0.0
C -0.4 0.4 -1.3
C -0.7 0.1 -0.9
C -0.5 0.4 -0.7
O -0.3 -0.9 0.7
H 0.0 0.6 -0.5
O 0.8 -0.5 2.2
C -0.6 -0.7 -0.1
H 0.5 0.5 0.1
H -0.1 0.1 0.1
O -1.4 0.4 0.1
H -0.4 -0.6 0.2
O -0.2 -0.1 -0.2
C 0.8 0.0 0.6
H 0.0 0.6 -0.3
C 0.7 0.2 -0.4
N -0.1 0.2 -0.1
C 0.5 0.4 0.5
C 0.5 0.8 0.1
H -0.5 -0.3 -0.2
H 0.0 0.0 0.8
H -0.4 0.5 0.3
H 0.2 0.0 0.6
H -0.6 0.3 -0.3
H 0.0 -0.9 0.0
H 0.0 0.0 0.0
H 0.6 0.2 0.4
H 0.0 0.0 0.0
H -0.2 -0.1 -0.1
C 0.3 0.6 -1.7
H -0.3 0.8 -0.3
H -0.3 -0.6 -0.1
C 0.6 1.1 0.0
H 0.1 0.4 0.6
H 0.1 0.0 0.0
H 0.7 0.1 0.2
C -0.3 0.2 -0.3
H -0.1 -0.7 0.0
N -0.3 -0.2 0.1
H -0.6 -0.1 0.0
H -0.2 -0.3 -0.8
C -0.5 0.9 0.6
H 0.1 0.5 0.3
N 0.7 0.1 0.3
O 1.2 1.5 -2.7
C 0.0 0.2 0.1
N 0.1 -0.4 -0.1
H -0.7 0.0 -0.1
H -0.1 -0.7 0.4
H 0.4 0.5 -0.2
H -0.5 -0.5 0.0

Computed properties:
Charge = 0
Lowest unoccupied orbital energy = 0.3 eV
HOMO = -0.3655 Eh
Maximum force = 3.5 eV/A